Entry 1:
Computed, not measured: a structure of composition C4H9N2 in a non-equilibrium geometry, with ωB97M-V/def2-TZVPD.

Geometry as XYZ:
```
15
Properties=species:S:1:pos:R:3:forces:R:3
C -1.383470 -0.876571 -0.373927 0.9 -0.3 -0.3
C -0.136004 0.531020 -0.873952 3.3 1.2 1.5
C 0.419631 1.844586 1.176788 -1.3 1.2 -2.9
C 1.028801 -1.684002 -0.213424 0.0 -3.0 4.2
N -1.504670 0.365560 -0.872317 -2.6 1.8 -0.7
N -0.043879 -0.819983 -0.431975 -1.0 0.7 -1.2
H -2.041178 -1.670902 -0.037988 -0.1 0.4 -0.1
H 0.607704 0.943267 -1.626917 -1.6 -0.4 0.8
H 1.085003 1.222756 1.651804 1.3 -1.5 0.9
H -0.438156 2.237058 1.664078 -1.2 -0.9 0.5
H 0.781829 2.722308 0.686588 1.0 0.0 -0.7
H 0.730573 -2.076201 0.817504 0.8 0.2 -0.7
H 1.941214 -1.175456 0.027589 0.4 0.4 -0.6
H 1.162978 -2.677063 -0.681974 -0.3 1.1 -1.1
H -2.210375 1.113623 -0.911877 0.3 -1.1 0.2
```
Positions in Å, forces in eV/Å.

- Net charge: +1
- Multiplicity: 1
- ΔE to the lowest compared entry with this formula, charge and spin: 137.45 kcal per mole
- Orbital gap (spin up / spin down): 8.83 / 8.29 eV
- Molecular weight: 85.13 g mol⁻¹

Atom charges from the natural (NBO) analysis, given in e for atoms 1 to 4: 0.317 0.160 -0.406 -0.453



Entry 2:
Computed, not measured: the ion C4H9N2 with charge +1 in a non-equilibrium geometry, with ωB97M-V/def2-TZVPD.

Geometry as XYZ:
```
15
Properties=species:S:1:pos:R:3:forces:R:3
C 1.920073 -0.830134 -0.126394 -1.7 2.0 4.0
C 1.567173 0.765421 0.034464 0.6 -2.2 -0.2
N 0.352473 1.512440 -0.075005 -3.1 -0.9 -0.9
C -0.894320 1.130013 -0.060153 2.0 -0.6 0.4
C -1.438931 -0.184388 0.252713 -1.1 -0.8 -0.2
N -2.674312 -0.503110 -0.091790 2.1 -2.5 1.3
H 1.241876 -1.278073 -0.776218 -1.1 -1.0 -1.2
H 2.929472 -1.079533 -0.380610 0.6 0.6 -0.4
H 1.779815 -1.176655 0.922399 0.0 -0.6 -0.8
H 1.910681 1.220165 0.949032 0.9 -0.2 0.5
H 2.213687 1.036776 -0.738025 0.8 2.0 -1.2
H -1.758403 1.754694 -0.186364 0.3 1.4 -0.3
H -0.916242 -0.906355 0.884801 0.0 0.1 -0.3
H -3.006747 -1.490723 0.110675 0.4 1.8 -0.2
H -3.226293 0.029469 -0.719528 -0.6 0.8 -0.6
```
Positions in Å, forces in eV/Å.

- Net charge: +1
- Multiplicity: 1
- SMILES: CC/N=C\C=[NH2+]
- ΔE to the lowest compared entry with this formula, charge and spin: 78.31 kcal per mole
- Orbital gap: 7.95 eV
- Molecular weight: 85.13 g mol⁻¹

Atom charges from the natural (NBO) analysis, given in e for atoms 1 to 4: -0.631 -0.291 -0.169 -0.060



Entry 3:
Computed, not measured: the ion C4H9N2 with charge +1 in a non-equilibrium geometry, with ωB97M-V/def2-TZVPD.

Geometry as XYZ:
```
15
Properties=species:S:1:pos:R:3:forces:R:3
C 1.197713 -1.303199 -1.107804 1.0 -0.2 0.9
C 0.513609 -1.079458 0.162081 -3.1 3.4 1.2
N -0.656480 -0.613931 0.650239 2.0 -1.4 -3.6
C -1.543300 0.641357 0.024412 -0.4 -0.9 0.6
N -0.621308 1.699926 0.036124 -2.1 -0.5 -0.2
C 0.553396 -0.155163 1.302368 1.2 -1.7 -0.4
H 1.927192 -2.097978 -0.940854 0.9 0.6 0.1
H 1.611975 -0.335914 -1.540963 -0.3 -1.2 0.8
H 0.593295 -1.793083 -1.783574 -1.8 -0.5 -1.8
H -2.308212 0.551988 0.914539 1.1 1.1 -2.4
H -1.902707 0.364120 -1.000896 0.2 0.0 1.3
H -0.784137 2.175596 0.981365 1.6 0.4 -2.7
H 0.000904 1.779930 -0.868416 -1.7 0.9 3.1
H 0.554458 -0.683589 2.211757 1.1 0.7 1.7
H 0.863606 0.849404 0.959627 0.4 -0.6 1.3
```
Positions in Å, forces in eV/Å.

- Net charge: +1
- Multiplicity: 1
- SMILES: CC1=[N+](CN)C1
- ΔE to the lowest compared entry with this formula, charge and spin: 123.17 kcal per mole
- Orbital gap (spin up / spin down): 9.62 / 9.62 eV
- Molecular weight: 85.13 g mol⁻¹

Atom charges from the natural (NBO) analysis, given in e for atoms 1 to 4: -0.720 0.489 -0.294 -0.056



Entry 4:
Computed, not measured: a structure of composition C4H9N2 in a non-equilibrium geometry, with ωB97M-V/def2-TZVPD.

Geometry as XYZ:
```
15
Properties=species:S:1:pos:R:3:forces:R:3
C 1.243957 -0.208833 -0.781044 0.6 1.6 -0.9
C 0.947711 -1.370793 0.030539 0.9 -1.5 1.2
C -0.482379 -0.762353 0.011948 2.4 1.3 7.2
C -0.510809 1.634676 -0.937059 2.2 0.2 -1.3
N 0.101652 0.341136 -0.616220 -0.2 1.5 -1.0
N -0.674831 -0.026000 1.801378 0.3 -1.6 -2.9
H 2.040726 0.258008 -1.340429 0.4 -0.2 0.1
H 1.209695 -2.369260 -0.384223 -0.4 0.7 0.5
H 1.467603 -1.150124 1.044554 -1.0 -0.8 -1.4
H -1.325726 -1.236656 -0.287479 -2.5 -1.2 -1.2
H -0.805606 1.427360 -1.991853 -0.6 1.1 0.8
H 0.250164 2.505000 -0.857769 -1.2 -1.7 -0.3
H -1.245855 1.754292 -0.178926 -1.0 0.4 0.1
H -0.559332 -0.776975 2.486177 1.3 -0.6 -0.4
H -1.656970 -0.019475 2.000407 -1.4 0.9 -0.7
```
Positions in Å, forces in eV/Å.

- Net charge: +1
- Multiplicity: 1
- ΔE to the lowest compared entry with this formula, charge and spin: 104.44 kcal per mole
- Orbital gap: 9.87 eV
- Molecular weight: 85.13 g mol⁻¹

Atom charges from the natural (NBO) analysis, given in e for atoms 1 to 4: 0.284 -0.483 0.153 -0.431



Entry 5:
Computed, not measured: the ion C4H9N2 with charge +1 in a non-equilibrium geometry, with ωB97M-V/def2-TZVPD.

Geometry as XYZ:
```
15
Properties=species:S:1:pos:R:3:forces:R:3
C 0.435946 1.348942 -1.858095 1.7 -1.7 1.1
N -0.725750 1.367902 -1.394409 0.5 1.0 -1.6
C -1.253820 0.685162 -0.293944 -0.4 -1.8 1.3
C -0.457794 -0.516683 0.285350 0.7 0.7 1.1
N 0.580792 -0.347222 1.037089 -3.2 0.8 -2.5
C 1.237950 -1.249215 1.892128 1.0 1.8 3.1
H 0.770614 1.789488 -2.729652 -0.2 1.4 -1.9
H 1.216094 0.752227 -1.413698 -0.1 -0.1 0.8
H -1.406767 1.826778 -1.964118 -0.6 0.8 -0.3
H -2.261730 0.409627 -0.651212 0.4 -0.5 0.5
H -1.404269 1.324234 0.541408 -0.1 1.1 0.6
H -1.114512 -1.351659 0.084343 0.6 -1.2 0.6
H 2.282336 -1.197331 1.598519 0.2 -0.9 -0.2
H 0.817132 -2.187737 2.241772 -0.1 -0.4 -0.9
H 1.352241 -0.631924 2.902059 -0.4 -1.1 -1.8
```
Positions in Å, forces in eV/Å.

- Net charge: +1
- Multiplicity: 1
- SMILES: C=[NH+]C/C=N/C
- ΔE to the lowest compared entry with this formula, charge and spin: 76.56 kcal per mole
- Orbital gap: 8.55 eV
- Molecular weight: 85.13 g mol⁻¹

Atom charges from the natural (NBO) analysis, given in e for atoms 1 to 4: 0.141 -0.352 -0.304 0.056



Entry 6:
Computed, not measured: the ion C4H9N2 with charge +1 in a non-equilibrium geometry, with ωB97M-V/def2-TZVPD.

Geometry as XYZ:
```
15
Properties=species:S:1:pos:R:3:forces:R:3
C -1.891192 0.090114 0.047213 -1.7 0.8 -2.3
C -0.584806 -0.458094 0.183028 7.4 0.7 -1.0
C -0.426049 -1.503645 1.215837 1.3 1.4 1.3
N 0.682411 0.098064 -0.316923 -8.6 -3.6 3.7
C 1.413152 0.602773 -1.191211 0.8 -0.2 -2.1
N 2.134705 1.674703 -0.941962 1.9 3.4 1.9
H -2.637149 -0.525249 -0.577474 1.3 0.4 1.1
H -1.798848 1.005365 -0.510016 -0.4 0.7 -0.1
H -2.305748 0.251118 1.033787 -0.2 0.1 0.1
H 0.559548 -1.533749 1.706101 -0.3 0.2 -0.4
H -0.621718 -2.467870 0.912998 -0.3 -2.3 -1.5
H -1.187995 -1.400621 1.968923 -0.3 0.5 0.5
H 1.555487 0.139006 -2.216987 -0.1 0.3 1.3
H 3.129737 1.620388 -1.181644 -0.7 0.4 -0.5
H 1.978467 2.407699 -0.131672 0.0 -2.7 -2.0
```
Positions in Å, forces in eV/Å.

- Net charge: +1
- Multiplicity: 1
- SMILES: CC(C)=NC=[NH2+]
- ΔE to the lowest compared entry with this formula, charge and spin: 61.72 kcal per mole
- Orbital gap: 9.93 eV
- Molecular weight: 85.13 g mol⁻¹

Atom charges from the natural (NBO) analysis, given in e for atoms 1 to 4: -0.741 0.542 -0.716 -0.420



Entry 7:
Computed, not measured: the ion C4H9N2 with charge +1 in a non-equilibrium geometry, with ωB97M-V/def2-TZVPD.

Geometry as XYZ:
```
15
Properties=species:S:1:pos:R:3:forces:R:3
C 2.227550 -0.211991 -0.002999 2.0 1.8 0.5
N 1.368424 0.622830 0.297216 -3.4 0.1 1.2
N -0.283047 0.075758 0.133461 3.9 2.1 -1.7
C -0.467244 -1.279528 -0.176242 1.4 -3.0 0.8
C -0.961752 1.192090 -0.555599 -0.2 0.6 -2.3
C -1.198478 0.899290 0.860091 -1.1 -0.9 -0.2
H 3.257851 0.173693 0.224631 -0.9 -0.3 -0.4
H 2.149798 -1.103780 -0.511804 -0.5 -2.2 -0.7
H 0.241398 -1.854665 0.536237 -0.5 0.7 -1.6
H -1.376119 -1.773021 0.168960 -0.6 0.8 -0.3
H -0.286874 -1.452480 -1.248675 0.0 -0.3 0.6
H -1.588953 0.971796 -1.457675 -0.1 -0.5 1.5
H -0.349972 2.038809 -0.901470 0.2 -0.5 1.0
H -0.685417 1.465555 1.592065 -0.2 0.7 0.9
H -2.047162 0.235647 1.041802 -0.1 0.9 0.7
```
Positions in Å, forces in eV/Å.

- Net charge: +1
- Multiplicity: 1
- SMILES: C=N[N+]1(C)CC1
- ΔE to the lowest compared entry with this formula, charge and spin: 109.26 kcal per mole
- Orbital gap: 11.67 eV
- Molecular weight: 85.13 g mol⁻¹

Atom charges from the natural (NBO) analysis, given in e for atoms 1 to 4: -0.080 -0.144 -0.136 -0.463



Entry 8:
Computed, not measured: the ion C4H9N2 with charge +1 in a non-equilibrium geometry, with ωB97M-V/def2-TZVPD.

Geometry as XYZ:
```
15
Properties=species:S:1:pos:R:3:forces:R:3
C -1.363958 1.121236 0.001584 2.8 2.8 -1.0
N -1.832902 0.011562 0.132773 -2.8 -2.3 0.6
C -1.196269 -1.244660 0.057241 5.5 2.9 1.8
C 0.446184 -0.995192 -0.314916 -2.1 -1.9 -0.1
N 0.866553 0.214184 0.414689 0.8 -0.3 -4.7
C 0.204002 1.360051 -0.210187 -4.1 -2.7 0.1
H -1.998318 2.006752 -0.034049 0.1 0.0 0.2
H -1.544130 -1.788175 -0.720957 -1.5 -2.0 -2.0
H -1.123919 -1.706305 1.043575 -0.8 -0.4 -0.3
H 1.023781 -1.877223 0.024679 -0.2 0.6 -0.4
H 0.590267 -0.776142 -1.392964 0.0 -0.4 0.7
H 1.810357 0.414329 0.146450 1.3 -0.4 0.9
H 0.703953 0.128836 1.344970 -0.3 -0.1 3.8
H 0.470288 1.334661 -1.227757 0.3 0.4 -1.2
H 0.536080 2.146121 0.301971 1.1 3.7 1.6
```
Positions in Å, forces in eV/Å.

- Net charge: +1
- Multiplicity: 1
- SMILES: C1=NCC[NH2+]C1
- ΔE to the lowest compared entry with this formula, charge and spin: 62.47 kcal per mole
- Orbital gap: 10.09 eV
- Molecular weight: 85.13 g mol⁻¹

Atom charges from the natural (NBO) analysis, given in e for atoms 1 to 4: 0.140 -0.365 -0.204 -0.284